The following is a DFT calculation (ωB97M-V/def2-TZVPD) of a structure of composition C41H54N4O12PTi.

CARTESIAN COORDINATES (ANGSTROEM)
Ti (0.076381, -1.034190, 0.066290)
C (4.908629, 2.101601, -1.932323)
O (4.132223, 2.521214, -0.825703)
C (4.651900, 3.455886, 0.008697)
C (5.859894, 4.103801, -0.219367)
C (6.297789, 5.111586, 0.630493)
C (5.529817, 5.478679, 1.718321)
C (4.341249, 4.808334, 1.969822)
C (3.888372, 3.792379, 1.140027)
N (2.660076, 3.170894, 1.482866)
C (2.174148, 1.980537, 0.916789)
N (2.986947, 0.906854, 1.174719)
C (3.219144, -0.141840, 0.242872)
C (2.209260, -0.790292, -0.457634)
C (2.643151, -1.742170, -1.396720)
C (3.967894, -2.076899, -1.597220)
C (4.957586, -1.442705, -0.849490)
C (4.578015, -0.470097, 0.055288)
O (5.474554, 0.247948, 0.819284)
C (6.849226, -0.001981, 0.627657)
N (1.055136, 1.857970, 0.313550)
C (0.234298, 2.987169, 0.124446)
C (-0.372341, 3.581478, 1.236684)
C (-1.234395, 4.660028, 1.140866)
C (-1.527074, 5.172155, -0.113173)
C (-0.953524, 4.596671, -1.232065)
C (-0.079915, 3.512594, -1.142886)
O (0.422953, 3.118396, -2.342402)
C (0.861593, 1.780083, -2.553540)
H (4.337222, 1.313798, -2.415994)
H (5.867996, 1.692925, -1.604066)
H (5.078355, 2.924096, -2.632039)
H (6.453580, 3.840520, -1.082143)
H (7.236661, 5.609771, 0.426610)
H (5.852644, 6.268742, 2.382934)
H (3.745334, 5.062491, 2.838554)
H (1.928139, 3.844531, 1.658656)
H (3.833206, 1.179618, 1.651831)
H (1.892903, -2.278898, -1.969863)
H (4.240184, -2.839109, -2.316975)
H (5.998454, -1.698479, -0.987420)
H (7.378883, 0.700499, 1.266492)
H (7.145792, 0.163227, -0.412274)
H (7.114522, -1.024039, 0.912449)
H (-0.169535, 3.142497, 2.207469)
H (-1.679514, 5.079850, 2.033334)
H (-2.198706, 6.014072, -0.224587)
H (-1.163380, 4.978954, -2.223134)
H (1.011728, 1.697173, -3.628782)
H (0.102307, 1.064023, -2.237651)
H (1.784221, 1.570205, -2.023075)
C (-5.498862, 2.898410, 0.141825)
O (-5.110721, 2.711274, 1.494644)
C (-3.975788, 2.015550, 1.726151)
C (-3.610599, 1.918060, 3.091533)
C (-2.475190, 1.249427, 3.420779)
C (-1.639150, 0.648616, 2.444322)
C (-0.448445, -0.036471, 2.833347)
C (0.020329, -0.029734, 4.267627)
O (0.259881, -0.675653, 2.011103)
C (-2.004895, 0.768660, 1.065271)
O (-1.274955, 0.348872, 0.085689)
C (-3.209887, 1.441585, 0.744532)
H (-6.403819, 3.498165, 0.171770)
H (-5.708890, 1.940807, -0.340197)
H (-4.721157, 3.427033, -0.413878)
H (-4.244355, 2.380859, 3.834831)
H (-2.201964, 1.173637, 4.465309)
H (0.037524, 0.979578, 4.676905)
H (1.021792, -0.452507, 4.301390)
H (-0.651741, -0.625723, 4.889324)
H (-3.451618, 1.515383, -0.304973)
N (-0.377163, -4.871095, 3.464126)
C (-0.203105, -3.668864, 2.655015)
C (0.552080, -3.989863, 1.376291)
O (0.895972, -5.256614, 1.240373)
O (0.826286, -3.166497, 0.531841)
H (-1.347342, -5.053229, 3.673929)
H (0.135972, -4.829829, 4.332420)
H (0.543755, -5.701438, 2.047692)
H (0.350741, -2.882777, 3.167320)
H (-1.149782, -3.232758, 2.333280)
C (-4.872151, -0.685679, -2.927119)
C (-3.426109, -1.154874, -2.936656)
C (-3.210465, -2.247816, -3.972417)
C (-2.479363, 0.015212, -3.157181)
O (-3.225874, -1.677349, -1.591827)
P (-1.977730, -2.500270, -1.070210)
O (-0.672935, -2.000715, -1.679698)
O (-1.899919, -2.348615, 0.425655)
O (-2.173895, -3.999915, -1.546172)
C (-3.121895, -4.952230, -0.985086)
C (-4.453195, -4.290475, -0.665309)
C (-3.279131, -6.007899, -2.066579)
C (-2.492444, -5.543688, 0.268852)
H (-5.175120, -0.377326, -3.928587)
H (-4.989952, 0.163304, -2.251846)
H (-5.529619, -1.488923, -2.592868)
H (-3.346476, -1.830312, -4.971668)
H (-3.926727, -3.060053, -3.839951)
H (-2.200358, -2.652970, -3.908294)
H (-2.803607, 0.586813, -4.028690)
H (-1.459527, -0.330631, -3.320185)
H (-2.484622, 0.670066, -2.282907)
H (-4.873995, -3.816546, -1.552615)
H (-4.344958, -3.538697, 0.118027)
H (-5.153587, -5.052766, -0.319719)
H (-3.827044, -5.610194, -2.921333)
H (-3.824959, -6.867783, -1.674648)
H (-2.298582, -6.341418, -2.405208)
H (-2.352233, -4.754376, 1.007978)
H (-1.524232, -5.984621, 0.028073)
H (-3.138183, -6.314677, 0.692149)

Forces on the atoms, in the same order (eV/Å):
0.18 -0.54 -0.29
-0.03 -0.01 0.03
-0.07 0.05 -0.01
-0.04 0.02 -0.05
0.00 -0.01 0.00
0.03 0.00 -0.04
-0.04 0.02 0.05
0.06 -0.04 0.02
0.11 -0.16 0.17
-0.23 0.16 -0.18
0.09 0.08 0.12
0.13 -0.06 -0.04
0.08 0.15 -0.02
-0.33 -0.34 0.10
-0.17 -0.18 -0.23
-0.01 0.13 0.04
-0.01 0.02 0.00
-0.01 0.02 0.02
-0.06 0.02 -0.02
-0.01 -0.02 0.04
0.01 -0.09 0.03
0.01 -0.02 -0.09
-0.09 -0.03 0.03
0.02 -0.04 0.02
-0.01 0.05 -0.03
-0.02 -0.01 0.01
-0.09 0.03 0.07
0.09 0.02 -0.01
-0.04 -0.03 0.02
-0.01 -0.01 0.00
-0.01 0.02 -0.01
-0.01 0.00 0.00
0.01 0.00 -0.01
-0.01 -0.01 0.00
0.01 0.00 -0.01
0.00 -0.01 0.00
0.00 -0.01 -0.12
0.00 0.01 0.02
0.01 -0.02 0.01
0.01 0.01 0.00
0.00 -0.02 0.00
0.00 0.00 0.01
0.00 -0.01 0.00
-0.01 0.00 -0.01
0.01 -0.02 0.03
0.00 0.00 0.01
0.00 0.00 0.00
0.01 -0.01 0.00
0.01 -0.01 0.01
-0.01 -0.02 0.05
0.09 -0.05 0.02
0.03 0.00 0.04
0.06 -0.04 0.00
-0.10 0.05 0.01
-0.01 0.02 -0.02
0.03 0.00 -0.01
0.13 -0.09 -0.18
0.02 0.03 -0.34
0.01 -0.08 -0.13
-0.05 0.32 0.80
-0.25 0.22 0.15
-0.03 -0.19 0.02
0.20 -0.01 -0.03
0.00 0.00 -0.01
0.00 0.00 -0.01
0.00 0.00 -0.02
0.00 -0.01 0.00
0.00 0.00 -0.01
0.02 0.00 -0.03
-0.01 0.00 0.03
0.01 -0.01 0.00
-0.02 0.02 0.01
0.01 -0.05 0.05
0.01 0.04 -0.05
-0.06 -0.09 0.13
0.05 0.06 -0.05
-0.01 0.32 -0.13
-0.01 -0.02 0.00
-0.02 0.01 0.02
-0.02 0.04 -0.01
0.02 -0.01 -0.01
-0.01 0.02 0.01
-0.01 0.02 -0.03
0.01 0.01 0.03
-0.01 0.01 -0.04
0.01 0.06 -0.04
-0.02 -0.13 0.04
0.58 0.25 0.18
-0.08 0.24 -0.12
-0.05 -0.03 0.05
-0.09 0.13 -0.08
0.06 -0.02 0.03
-0.08 -0.04 0.00
-0.03 -0.05 0.02
0.03 0.01 0.00
0.01 0.02 0.00
0.00 -0.02 0.03
0.00 -0.01 -0.02
-0.01 0.01 0.01
0.01 -0.02 0.02
0.00 0.00 0.00
0.01 0.00 -0.03
-0.03 0.00 0.03
0.00 -0.03 -0.07
0.01 0.01 0.03
0.00 0.00 -0.03
0.01 -0.01 0.01
0.03 0.03 -0.01
-0.02 0.02 -0.01
0.00 -0.01 0.02
0.01 -0.01 0.00
-0.01 0.00 0.01
-0.02 -0.01 -0.02

Summary:
Lowest unoccupied orbital energy (spin up / spin down), eV: 0.27 / 0.15
Multiplicity: 2
E_HOMO (spin up / spin down), Ha: -0.256 / -0.266
ΔE to the lowest compared entry with this formula, charge and spin, kcal/mol: 10.8